{"formula": "C7H29GaIN12O8", "method": "ωB97M-V/def2-TZVPD", "symbols": ["O", "O", "C", "Ga", "I", "H", "H", "H", "H", "H", "C", "O", "N", "N", "H", "H", "H", "H", "C", "O", "N", "N", "H", "H", "H", "H", "C", "O", "N", "N", "H", "H", "H", "H", "C", "O", "N", "N", "H", "H", "H", "H", "C", "O", "N", "N", "H", "H", "H", "H", "C", "O", "N", "N", "H", "H", "H", "H"], "xyz": [[-4.70778, 3.51974, 0.08632], [-4.63756, 2.84569, -1.14538], [-3.90006, 1.59512, -1.02808], [-2.28314, 1.62259, 0.24714], [-2.18222, -0.70283, 1.54753], [-5.64544, 3.51743, 0.33716], [-4.61533, 0.77194, -0.77425], [-3.49962, 1.38387, -2.05316], [-0.93229, 1.67545, -0.64175], [-2.33335, 2.73731, 1.38603], [-5.48666, -1.67606, -2.46843], [-4.64092, -1.44836, -1.62076], [-6.46462, -2.61908, -2.29501], [-5.52730, -1.00934, -3.65251], [-7.16991, -2.82235, -2.97606], [-6.46160, -3.12708, -1.43003], [-4.82460, -0.31035, -3.81042], [-6.21151, -1.17541, -4.36360], [-2.67486, 1.92686, 5.72627], [-2.49866, 2.59707, 6.74011], [-3.40355, 2.37228, 4.66907], [-2.15437, 0.68103, 5.57114], [-3.55308, 1.83990, 3.82856], [-3.80241, 3.28865, 4.74199], [-1.60551, 0.31622, 6.32614], [-2.29053, 0.11961, 4.74798], [-4.74861, 1.56764, -6.33662], [-4.63830, 0.86792, -5.34361], [-4.69618, 1.05961, -7.60097], [-4.93229, 2.91302, -6.26049], [-4.78378, 1.61570, -8.42940], [-4.56018, 0.06963, -7.69106], [-4.97392, 3.31798, -5.34095], [-5.02492, 3.50962, -7.05952], [1.60026, -2.11465, 2.47452], [1.76208, -0.98909, 2.03003], [0.38094, -2.60670, 2.82499], [2.64418, -2.97831, 2.65626], [0.24397, -3.52884, 3.19144], [-0.43207, -2.00099, 2.70513], [3.55951, -2.65133, 2.40988], [2.54600, -3.90691, 3.01763], [6.61163, -2.41485, 1.50780], [6.51372, -2.76323, 2.67518], [5.75538, -1.53942, 0.92987], [7.60281, -2.88831, 0.68739], [5.81954, -1.24156, -0.02482], [5.01668, -1.17080, 1.50500], [8.25126, -3.54236, 1.08697], [7.70674, -2.62498, -0.27512], [9.02930, 0.88519, 0.87136], [7.84317, 1.16738, 0.87197], [9.47632, -0.40250, 0.87607], [10.00760, 1.83652, 0.86444], [10.44612, -0.65432, 0.87354], [8.77970, -1.13566, 0.88265], [9.71274, 2.79561, 0.86069], [10.98746, 1.62907, 0.86377]], "lowdin_charge": [-0.12, -0.29, -0.34, 0.01, 0.23, 0.08, 0.03, 0.05, -0.12, -0.12, -0.68, 0.02, 0.13, 0.15, 0.08, 0.09, 0.06, 0.08, -0.70, -0.02, 0.16, 0.15, 0.07, 0.10, 0.10, 0.04, -0.66, 0.03, 0.15, 0.16, 0.09, 0.10, 0.11, 0.09, -0.70, 0.01, 0.12, 0.14, 0.08, -0.11, 0.06, 0.08, -0.69, 0.02, 0.18, 0.12, 0.10, 0.11, 0.11, 0.10, -0.69, 0.03, 0.15, 0.14, 0.09, 0.05, 0.10, 0.09], "spin_multiplicity": 1, "homo_ev": -4.6, "mol_weight_g_mol": 606.01, "charge": -1}

***

{"formula": "C7H2Cl3HgNO2", "method": "ωB97M-V/def2-TZVPD", "symbols": ["Hg", "Cl", "C", "C", "C", "Cl", "C", "O", "C", "Cl", "C", "H", "H", "O", "C", "N"], "xyz": [[-2.32454, -0.14752, -1.64312], [2.82543, 0.85485, 3.58854], [1.90747, 0.32395, 2.30825], [0.86616, 1.16363, 1.93341], [0.00643, 0.77881, 0.89606], [-1.31075, 1.71999, 0.26849], [0.25039, -0.43615, 0.18044], [-0.36835, -0.78678, -0.92733], [1.38261, -1.24576, 0.60104], [1.63835, -2.68500, -0.30116], [2.16447, -0.91725, 1.66480], [0.67089, 2.06297, 2.58195], [2.86528, -1.65473, 2.10932], [-3.44323, 0.14335, -5.59568], [-3.54940, 0.29554, -4.42732], [-3.58122, 0.53012, -3.23771]], "lowdin_charge": [0.84, 0.68, -0.78, -0.16, -0.60, 0.59, -0.49, -0.42, -0.62, 0.68, -0.14, 0.11, 0.11, 0.00, -0.64, -0.17], "spin_multiplicity": 2, "homo_ev": [-2.6, -4.8], "mol_weight_g_mol": 439.05, "charge": -1, "de_lowest_ev": 0.0000}

***

{"formula": "C7H30O13Sr2", "method": "ωB97M-V/def2-TZVPD", "symbols": ["Sr", "Sr", "C", "C", "O", "O", "H", "H", "H", "C", "C", "O", "O", "H", "H", "H", "C", "O", "H", "H", "H", "H", "C", "O", "H", "H", "H", "H", "C", "O", "H", "H", "H", "H", "O", "H", "H", "O", "H", "H", "O", "H", "H", "O", "H", "H", "O", "H", "H", "O", "H", "H"], "xyz": [[-1.45554, 4.50112, 1.27018], [1.70417, 3.58942, -1.84516], [-0.71238, 0.22724, -0.03155], [0.11556, 1.37785, -0.48690], [1.05820, 1.17861, -1.30488], [-0.09919, 2.58628, -0.08775], [-0.28962, -0.27664, 0.83463], [-0.68138, -0.51384, -0.83817], [-1.76258, 0.48921, 0.07174], [-2.97488, 0.77908, 3.06854], [-2.51280, 2.03343, 2.42550], [-3.19218, 2.60008, 1.51541], [-1.49589, 2.65392, 2.90710], [-4.05816, 0.73779, 2.94051], [-2.73305, 0.78790, 4.12454], [-2.59203, -0.10265, 2.56175], [0.03205, -2.03331, 2.80784], [0.04735, -2.57739, 4.10845], [-0.91526, -1.54144, 2.56522], [0.88853, -1.33167, 2.79983], [0.27691, -2.73864, 2.02036], [-0.05321, -1.85712, 4.73617], [-3.67721, -1.88070, 0.41058], [-2.78996, -2.88557, -0.12440], [-3.20946, -1.60738, 1.36757], [-3.64740, -1.04910, -0.27988], [-4.65980, -2.24979, 0.69540], [-2.86174, -3.69077, 0.39808], [1.48687, -3.31966, -0.12229], [0.25829, -3.49706, -0.77671], [1.65705, -2.34684, 0.34843], [1.75644, -4.16350, 0.51575], [2.23733, -3.33610, -0.92499], [-0.46642, -3.08001, -0.29504], [3.59009, -0.25958, -2.61771], [3.05160, -0.97193, -2.97985], [3.46434, -0.31890, -1.65783], [-1.14793, 0.81157, -3.38899], [-0.90568, 0.11930, -4.01680], [-0.68987, 0.56635, -2.57587], [2.95713, 2.14697, -3.65928], [3.27661, 1.29457, -3.24544], [2.55979, 1.87051, -4.49121], [3.54053, 2.83195, -0.07880], [4.33909, 3.01656, 0.42791], [3.21150, 1.98027, 0.26400], [3.22579, -0.01997, 0.31204], [2.27411, 0.02894, 0.46373], [3.61434, -0.10354, 1.19235], [-0.09081, 3.33895, -3.51165], [-0.46938, 2.41484, -3.54305], [-0.47987, 3.79041, -4.26944]], "lowdin_charge": [1.76, 1.72, 0.04, -0.68, -0.14, -0.25, 0.08, 0.10, 0.09, 0.02, -0.73, -0.16, -0.22, 0.10, 0.10, 0.04, -0.17, -0.08, 0.05, 0.08, 0.05, 0.08, -0.12, -0.13, 0.05, 0.08, 0.09, 0.09, -0.18, -0.10, 0.04, 0.09, 0.08, 0.03, -0.03, 0.08, 0.02, -0.01, 0.09, 0.02, -0.15, 0.02, 0.06, -0.12, 0.08, 0.02, -0.03, 0.03, 0.09, -0.19, 0.03, 0.08], "spin_multiplicity": 1, "homo_ev": -14.4, "mol_weight_g_mol": 497.54, "charge": 2}

***

{"formula": "C7H34O10", "method": "ωB97M-V/def2-TZVPD", "symbols": ["C", "C", "C", "O", "H", "H", "H", "H", "H", "H", "H", "H", "C", "C", "C", "O", "H", "H", "H", "H", "H", "H", "H", "H", "C", "O", "H", "H", "H", "H", "O", "H", "H", "O", "H", "H", "O", "H", "H", "O", "H", "H", "O", "H", "H", "O", "H", "H", "O", "H", "H"], "xyz": [[-0.28531, 2.60868, -1.12796], [-0.34119, 3.13501, -2.65735], [0.68494, 4.13466, -3.12040], [-0.29415, 2.05447, -3.54410], [-0.34860, 3.39275, -0.37341], [0.69184, 2.13410, -1.03832], [-1.06476, 1.88058, -0.90338], [-1.32352, 3.57360, -2.83274], [1.60278, 3.73410, -3.55078], [0.95675, 4.74663, -2.26034], [0.24436, 4.73810, -3.91403], [0.58031, 1.65870, -3.52695], [3.36523, -2.59641, -2.41866], [1.93570, -2.68883, -1.89526], [1.62434, -1.98695, -0.55271], [1.19093, -2.00056, -2.86687], [3.73646, -1.57874, -2.29767], [3.53518, -2.88274, -3.45655], [3.96854, -3.34745, -1.90870], [1.55186, -3.70693, -1.96045], [1.54858, -0.89961, -0.56064], [2.31020, -2.28526, 0.24020], [0.67841, -2.35980, -0.15992], [0.38854, -1.68846, -2.44220], [-0.01275, -1.74538, 3.94581], [-0.95926, -2.79998, 4.29013], [-0.54679, -0.97453, 3.39022], [0.54302, -1.40209, 4.81838], [0.77957, -2.12273, 3.29933], [-0.59163, -3.60342, 3.91473], [-0.90499, -0.66663, -2.12132], [-0.96695, -0.65390, -1.16620], [-1.28995, 0.16495, -2.39788], [-0.09859, 1.95921, 3.95932], [0.29368, 1.66130, 3.13859], [0.42604, 2.71808, 4.21451], [1.48760, 0.98610, 1.85966], [1.97428, 1.20654, 1.06544], [2.12142, 0.52538, 2.40941], [-3.04743, 1.21214, 0.86983], [-3.20952, 2.15435, 0.91667], [-3.39083, 0.95174, 0.01513], [-3.70033, -1.06638, 2.33228], [-3.72642, -1.00829, 3.28735], [-3.20180, -0.29647, 2.05853], [-0.80761, -0.33968, 0.59390], [-0.14062, 0.10075, 1.12057], [-1.53377, 0.28286, 0.55676], [-2.23066, -2.70202, 0.80740], [-1.53556, -2.13516, 0.47312], [-2.66756, -2.17637, 1.47751]], "lowdin_charge": [-0.02, -0.47, -0.06, -0.05, 0.07, 0.07, 0.03, 0.13, 0.08, 0.08, 0.08, 0.10, -0.06, -0.47, -0.05, -0.08, 0.08, 0.08, 0.07, 0.13, 0.07, 0.07, 0.07, 0.01, -0.14, -0.12, 0.05, 0.08, 0.07, 0.07, -0.03, -0.01, 0.04, -0.06, -0.03, 0.03, -0.03, 0.06, 0.08, -0.02, 0.08, 0.08, -0.04, 0.06, 0.00, -0.07, 0.02, 0.00, -0.07, -0.03, -0.04], "spin_multiplicity": 1, "homo_ev": -9.2, "mol_weight_g_mol": 278.34, "charge": 0, "smiles": "CC(C)O.CC(C)O.CO.O.O.O.O.O.O.O", "de_lowest_ev": 2.7979}

***

{"formula": "C7H39NO11", "method": "ωB97M-V/def2-TZVPD", "symbols": ["C", "C", "N", "C", "C", "C", "C", "C", "H", "H", "H", "H", "H", "H", "H", "H", "H", "H", "H", "H", "H", "H", "H", "H", "H", "O", "H", "H", "O", "H", "H", "O", "H", "H", "O", "H", "H", "O", "H", "H", "O", "H", "H", "O", "H", "H", "O", "H", "H", "O", "H", "H", "O", "H", "H", "O", "H", "H"], "xyz": [[1.35679, -2.87722, -0.64416], [0.48459, -2.05583, 0.37394], [-0.96677, -2.36110, 0.21789], [-1.76969, -1.14281, -0.13019], [-1.31846, -0.46448, -1.49894], [-3.26002, -1.53806, -0.29410], [-3.94412, -0.13112, -0.34243], [-3.38969, -2.20668, -1.63981], [1.15960, -2.49734, -1.72565], [2.42054, -2.68002, -0.37685], [1.17497, -4.01768, -0.50586], [0.75403, -2.27037, 1.43013], [0.59564, -0.99731, 0.17756], [-0.95694, -3.02424, -0.57658], [-1.53064, -0.32168, 0.56505], [-2.30685, 0.01388, -1.99903], [-0.55832, 0.26754, -1.37184], [-0.94429, -1.25191, -2.29671], [-3.58630, -2.17758, 0.52125], [-4.15170, 0.29522, 0.67042], [-3.33518, 0.54414, -1.01101], [-4.99402, -0.12731, -0.63630], [-2.66775, -1.98909, -2.50009], [-3.24422, -3.22993, -1.56167], [-4.41456, -2.03704, -2.04060], [0.27682, -0.20123, 3.36576], [0.05174, 0.17788, 2.42048], [0.06090, -1.08737, 3.27374], [1.59047, 2.18610, 1.52998], [1.74721, 2.71114, 2.24990], [1.39934, 2.80044, 0.88849], [3.31400, -0.10579, 1.66299], [2.81692, 0.69075, 1.74264], [3.36984, -0.36444, 2.64994], [3.79197, -0.18395, -0.83570], [3.37306, -0.31939, -0.02531], [4.34387, 0.66126, -0.71109], [0.68086, 2.39828, -3.16795], [1.49125, 2.90759, -3.06661], [0.77542, 1.69352, -2.56498], [-0.95878, 3.44978, 1.13369], [-1.86796, 3.70392, 1.00194], [-0.80456, 3.69564, 2.08399], [-0.29539, 2.76138, 3.73904], [0.29319, 2.27428, 4.25900], [-0.70176, 2.30234, 3.06604], [1.12107, 4.70610, 0.04084], [0.26797, 4.57739, 0.46958], [0.69491, 4.66116, -0.82060], [0.37927, -1.49776, -4.34994], [-0.34609, -1.12235, -4.80022], [0.65776, -1.07398, -3.62682], [-1.17650, -3.35241, 3.20446], [-1.41647, -4.02120, 2.63697], [-1.34042, -2.50392, 2.74695], [1.88373, 0.02157, -2.79290], [2.05313, 0.85454, -3.17354], [2.61760, -0.15026, -2.17592]], "lowdin_charge": [-0.07, -0.28, -0.04, -0.35, -0.08, -0.35, -0.09, -0.10, 0.09, 0.06, 0.10, 0.09, 0.08, 0.10, 0.12, 0.10, 0.04, 0.09, 0.13, 0.08, 0.07, 0.07, 0.09, 0.05, 0.09, -0.05, 0.09, -0.04, 0.02, 0.01, -0.03, -0.07, -0.02, 0.12, -0.06, -0.06, 0.11, -0.03, 0.05, -0.03, -0.05, 0.07, 0.06, 0.01, 0.03, -0.03, -0.06, -0.01, 0.04, 0.00, 0.02, -0.11, -0.03, -0.02, 0.02, -0.05, 0.01, 0.02], "spin_multiplicity": 1, "homo_ev": -9.0, "mol_weight_g_mol": 313.39, "charge": 0, "smiles": "CCN[C@@H](C)C(C)C.O.O.O.O.O.O.O.O.O.O.O", "de_lowest_ev": 5.4607}

***

{"formula": "C7H3Cl5InN2O6S", "method": "ωB97M-V/def2-TZVPD", "symbols": ["In", "N", "N", "C", "O", "O", "H", "H", "H", "O", "S", "O", "O", "O", "Cl", "C", "C", "C", "Cl", "C", "Cl", "C", "Cl", "C", "Cl"], "xyz": [[0.72344, 0.26349, 0.32946], [2.83581, -0.21533, -0.44077], [3.54455, -0.84435, 0.59910], [2.91011, -0.98073, 1.86434], [3.61408, -1.29988, 2.80379], [1.61943, -0.86370, 1.85982], [2.91608, -0.74940, -1.29478], [3.11232, 0.76476, -0.60630], [4.50680, -0.56086, 0.69558], [0.68196, 1.59213, -1.42471], [1.33201, 2.71743, -0.62605], [0.99883, 2.27878, 0.82050], [2.78987, 2.61842, -0.79212], [0.77862, 4.00776, -0.92382], [-1.85513, 0.67391, 2.43937], [-2.31160, -0.10754, 0.96434], [-1.31985, -0.43083, 0.04677], [-1.70175, -1.06905, -1.12610], [-0.48264, -1.50985, -2.27748], [-3.03470, -1.36103, -1.39979], [-3.47774, -2.12678, -2.88062], [-4.00994, -1.02304, -0.46571], [-5.66633, -1.38125, -0.78464], [-3.65113, -0.39934, 0.72594], [-4.85311, 0.00631, 1.89387]], "lowdin_charge": [0.86, 0.01, 0.01, -0.70, 0.04, -0.10, 0.11, 0.07, 0.13, -0.42, 0.33, -0.40, -0.37, -0.31, 0.72, -0.69, -0.23, -0.69, 0.70, -0.70, 0.67, -0.70, 0.67, -0.70, 0.67], "spin_multiplicity": 1, "homo_ev": -6.7, "mol_weight_g_mol": 535.26, "charge": -1, "de_lowest_ev": 0.0971}